33
Properties=species:S:1:pos:R:3:mulliken_charge:R:1 method="wB97M-V/def2-TZVPD" orbital_gap_ev=9.31 lumo_ev=-0.05 smiles="N#CCN1C(=O)N(Cc2cc(F)cc(F)c2)S(=O)(=O)c2cscc21" total_energy_ev=-52380.2062 relative_energy_kcal_mol=8.42
C 0.350 1.744 2.238 -0.119
C 1.596 -0.248 1.285 -1.343
S 0.646 0.075 -1.267 1.380
C -1.032 -2.092 -1.874 0.189
H 1.378 -0.723 2.267 0.459
F -0.899 3.577 3.201 -0.294
C -3.646 -1.673 0.022 0.366
F 3.311 4.305 0.951 -0.295
C -2.577 -2.641 -0.086 -0.772
H -2.170 -3.742 -2.874 0.311
C -0.468 -1.466 0.413 0.714
C -1.470 -2.894 -2.936 -0.707
N -1.313 -2.061 -0.520 0.166
H -0.449 1.068 2.554 0.450
C 2.445 2.111 1.113 -0.112
H 2.629 -0.485 1.065 0.436
C 1.188 3.989 2.025 -0.396
H -2.903 -3.414 -0.761 0.361
O -0.714 -1.701 1.600 -0.674
O -0.212 1.235 -1.075 -0.620
O 1.982 0.424 -1.786 -0.689
C -0.115 -1.113 -2.378 -0.113
C 2.307 3.505 1.336 0.066
C 0.135 -1.170 -3.729 -0.198
H 0.857 -0.553 -4.267 0.461
S -0.751 -2.447 -4.498 -0.111
N 0.718 -0.779 0.190 0.138
H -2.511 -3.134 0.914 0.316
N -4.411 -0.820 0.035 -0.402
H 3.323 1.728 0.590 0.355
H 1.130 5.061 2.212 0.417
C 1.467 1.226 1.555 0.254
C 0.180 3.108 2.487 0.003

***

38
Properties=species:S:1:pos:R:3:mulliken_charge:R:1 method="wB97M-V/def2-TZVPD" orbital_gap_ev=6.23 lumo_ev=4.47 total_energy_ev=-52663.6799 charge=-2
H 1.328 -0.745 -2.661 0.268
O 5.736 -0.896 1.561 -0.547
O 0.954 1.708 1.101 -0.674
C 2.335 -0.463 -2.364 -1.356
C -3.404 0.551 0.253 -0.037
H -2.368 -2.528 -0.615 0.317
C -6.683 -0.999 -0.621 0.135
C -5.271 -0.823 -0.393 0.636
C 1.201 -1.684 2.289 0.354
H 4.315 0.124 -0.547 0.305
C 2.511 -0.811 -0.929 0.255
O 0.083 -1.122 2.182 -0.735
F 0.780 4.665 0.379 -0.243
H -5.461 1.213 0.262 0.341
H -4.761 -2.824 -0.981 0.336
C 2.115 -1.311 1.135 0.785
N -7.813 -1.136 -0.811 -0.643
C -4.770 0.398 0.064 -0.782
N 1.576 -1.278 -0.142 -0.548
Li -0.327 -0.069 0.520 1.109
C -2.441 -0.462 0.021 -0.802
C -3.018 -1.673 -0.425 -0.256
H 3.066 -0.983 -2.987 0.437
O 1.627 -2.507 3.110 -0.753
O 4.353 -0.496 3.257 -0.543
C 4.467 -0.778 2.104 0.381
H 2.439 0.616 -2.508 0.273
F -1.116 3.629 0.321 -0.217
F -0.133 4.186 -1.521 -0.245
C 3.407 -0.882 1.094 0.273
C 0.075 3.730 -0.277 0.434
S 0.958 2.126 -0.290 1.281
O 0.117 1.288 -1.130 -0.657
O 2.252 2.469 -0.848 -0.720
C -4.376 -1.869 -0.634 -0.671
H -3.071 1.527 0.603 0.289
N 3.675 -0.601 -0.257 -0.139
H 5.642 -1.289 0.684 0.359

***

39
Properties=species:S:1:pos:R:3:mulliken_spin:R:1 method="wB97M-V/def2-TZVPD" orbital_gap_ev="6.00 / 5.99" lumo_ev="4.08 / 4.08" spin_multiplicity=3 total_energy_ev=-355358.7831 s2=2.004 charge=-2
C -1.449 -0.857 -4.514 0.006
O -0.339 0.609 -2.845 0.054
H -2.150 -0.092 2.209 0.000
H -0.628 -2.613 0.574 0.000
Ni -0.344 0.482 -0.733 1.781
C -2.524 -1.880 -4.390 0.000
O -0.344 -0.834 1.512 0.010
C 2.183 2.708 1.790 0.007
Br -2.242 3.111 3.080 0.000
C 0.232 -2.071 1.132 0.001
O 0.998 -1.164 -0.972 0.023
C 1.194 2.166 1.025 -0.009
H 2.491 -1.539 -2.423 0.000
C -0.152 2.256 1.475 0.004
H -1.236 -1.263 3.294 0.000
C 1.427 -1.769 0.272 0.003
C -1.125 -0.354 -3.182 -0.006
C 2.178 -0.728 -1.725 0.001
C -0.404 2.866 2.698 0.008
O -3.465 -2.981 -2.350 -0.001
O -1.860 -0.772 -1.009 0.053
O -1.001 1.776 0.699 0.031
C -1.921 -1.056 -2.266 -0.005
C -1.478 -1.001 2.271 0.001
H 1.886 0.034 -2.407 0.000
C 0.682 3.366 3.529 -0.002
C -2.790 -2.092 -2.891 0.004
H -2.084 -1.824 1.819 0.000
H 3.003 -0.483 -1.021 0.000
O -0.983 -0.604 -5.631 -0.003
H 1.956 -0.972 0.834 -0.001
O 1.392 1.512 -0.047 0.038
O -3.137 -2.395 -5.308 -0.003
H 0.561 -2.699 2.048 0.000
H 1.954 -2.680 0.062 0.000
C 1.925 3.272 3.095 0.002
Br 3.903 2.313 1.191 0.000
Br 3.452 3.990 4.023 0.000
Br 0.238 4.260 5.083 0.000

***

46
Properties=species:S:1:pos:R:3:mulliken_spin:R:1 method="wB97M-V/def2-TZVPD" orbital_gap_ev="6.89 / 6.22" lumo_ev="2.66 / 1.30" spin_multiplicity=6 total_energy_ev=-104976.5124 s2=8.804 charge=-1 relative_energy_kcal_mol=73.55
C -2.806 0.092 -1.921 0.007
S 2.977 -2.310 0.544 0.200
H -0.022 3.284 -0.902 0.002
H 2.457 -2.893 3.415 0.002
O 0.219 -0.058 -2.717 0.017
O 1.030 -2.477 -2.966 -0.017
F -1.508 -2.021 -5.312 0.066
C -3.406 0.754 -2.976 -0.001
C -3.094 2.092 -3.171 0.005
C 2.054 -1.941 3.095 0.120
H 1.440 1.253 4.091 0.012
N -1.964 0.679 -1.073 0.048
Ru 0.421 -0.228 -0.482 2.407
C -1.655 1.963 -1.265 -0.007
O 4.934 -0.353 -1.778 0.002
C 0.415 1.717 1.640 0.039
N 0.997 -0.592 1.318 0.119
C -0.648 2.593 -0.328 0.008
H -4.077 0.226 -3.640 0.000
F 0.328 -2.095 -6.471 0.059
O 0.203 2.715 2.320 0.027
H -1.164 3.189 0.433 -0.001
H -2.982 -0.965 -1.753 -0.001
C -0.398 -1.387 -5.628 0.791
C 0.899 -2.962 -1.664 0.641
S 3.775 0.159 -2.438 0.018
H 0.826 -2.669 1.484 0.026
C 3.444 1.746 -1.563 -0.001
C 1.007 0.456 2.200 -0.131
F 4.460 2.592 -1.751 -0.001
C 1.485 0.378 3.461 0.221
S 2.217 -3.712 -0.850 0.021
F -0.659 -0.192 -6.120 0.061
H -1.907 3.734 -2.447 -0.001
C 1.560 -1.883 1.688 -0.028
F 3.295 1.551 -0.254 0.005
C 2.024 -0.880 3.910 -0.064
S -0.489 -2.464 -0.770 0.141
H -3.523 2.644 -3.998 0.000
N 0.137 1.574 0.321 0.062
H 2.405 -0.967 4.921 -0.004
C -2.203 2.701 -2.309 -0.003
F 2.329 2.320 -2.035 0.003
N 2.481 -0.684 -2.090 0.058
S 1.365 -0.872 -3.248 0.067
O 3.850 0.526 -3.829 0.005

***

37
Properties=species:S:1:pos:R:3:mulliken_charge:R:1 method="wB97M-V/def2-TZVPD" orbital_gap_ev=5.50 lumo_ev=1.10 total_energy_ev=-124392.5005 charge=-1 relative_energy_kcal_mol=0.00
H 0.117 2.225 5.229 0.425
O 1.645 -0.279 1.331 -0.691
O -0.229 -1.999 1.122 -0.715
C -1.562 -0.792 3.458 -0.433
H -0.864 -1.435 -2.442 0.385
H 3.313 1.831 -4.136 0.385
O -3.180 -0.902 -2.913 -0.582
H -1.467 -0.013 -0.128 0.342
C 0.878 -0.459 -3.291 0.972
O -0.931 1.754 7.366 -0.594
H 1.289 -2.579 -2.947 0.339
H 0.928 1.518 2.983 0.371
N -2.798 0.083 -3.617 0.949
N -1.599 0.893 6.759 0.904
C -0.473 -0.122 2.840 0.188
C 3.031 -1.563 -3.728 -0.536
H 0.973 1.735 -3.367 0.341
C -1.363 0.689 5.384 -0.101
C 2.847 0.860 -3.939 -0.620
C -0.332 1.380 4.735 -0.437
C -0.551 -0.514 -2.948 -0.557
Cl 0.056 1.723 -0.444 -0.263
O -2.433 0.163 7.335 -0.597
C 1.710 -1.621 -3.289 -0.422
C 0.111 0.983 3.480 -0.490
C 1.508 0.791 -3.546 -0.243
C 3.578 -0.320 -4.095 0.165
H -2.825 -0.867 5.217 0.421
C -1.996 -0.374 4.720 -0.310
S 0.245 -0.623 1.255 1.202
O -3.590 0.852 -4.209 -0.635
H 3.638 -2.466 -3.798 0.387
H -1.092 0.970 -4.474 0.490
C -1.420 0.266 -3.738 -0.758
Br 5.278 -0.252 -4.890 -0.213
C -0.379 0.106 -0.237 -0.469
H -2.062 -1.640 2.961 0.401

***

35
Properties=species:S:1:pos:R:3:mulliken_charge:R:1 method="wB97M-V/def2-TZVPD" orbital_gap_ev=7.76 lumo_ev=-1.73 smiles="C/C(Cl)=C(/Cl)C1=C(/C(Cl)=C(/C)Cl)C(=O)C(F)=C([C@H](Cl)[C@H](C)Cl)C1=O" total_energy_ev=-97675.0020
F -0.626 -3.321 -1.161 -0.278
Cl -1.892 -1.543 1.546 -0.173
Cl 0.361 4.295 1.880 -0.191
C 1.015 2.172 0.125 -0.313
H -1.916 2.881 -4.557 0.321
O 2.733 -0.507 0.950 -0.549
H -0.034 -1.377 3.083 0.166
Cl 1.651 1.485 -4.452 -0.162
C 0.181 -2.187 -1.006 0.967
H -1.479 1.208 1.764 0.245
C 0.392 -1.118 -2.190 0.099
C -0.478 -2.245 2.472 0.303
C 0.378 0.415 -1.693 0.262
H -0.679 1.989 3.209 0.400
C 0.731 -2.777 1.546 -0.230
Cl 0.751 -4.586 1.297 -0.148
C -0.346 1.548 -2.512 -0.423
C 0.080 2.092 -3.735 0.623
C 0.809 -1.915 0.215 0.023
H -1.238 -2.714 4.499 0.327
C 1.016 0.702 -0.451 0.927
O 0.524 -1.428 -3.380 -0.493
H -2.027 -3.703 3.187 0.295
H 0.234 0.638 2.390 -0.120
C -1.015 -3.310 3.538 -1.161
H 1.688 -2.528 2.134 0.385
H -0.866 4.182 -3.829 0.290
Cl 1.923 3.438 -0.802 -0.151
Cl -1.894 2.211 -1.792 -0.176
H -0.274 -4.118 3.825 0.360
C 0.332 2.559 1.304 0.184
H -0.421 3.401 -5.472 0.326
C -0.469 1.512 2.186 -0.480
C -0.822 3.205 -4.427 -1.061
C 1.674 -0.558 0.308 -0.394

***

30
Properties=species:S:1:pos:R:3:mulliken_spin:R:1 method="wB97M-V/def2-TZVPD" orbital_gap_ev="8.07 / 6.30" lumo_ev="-8.39 / -10.28" spin_multiplicity=2 total_energy_ev=-65940.3527 s2=0.785 charge=+2
C 1.688 1.351 -3.623 -0.001
H -0.097 -0.824 4.444 -0.005
C 1.180 0.111 -3.255 0.003
C -0.267 -1.379 -0.165 0.131
C -0.784 1.019 -0.209 0.020
C 0.371 0.022 -2.139 0.009
N -0.280 -1.666 3.908 0.311
C 0.542 2.430 -1.801 -0.003
H 1.759 3.459 -3.207 0.000
C -0.295 -1.542 2.578 0.204
Cu -2.470 1.573 -1.699 -0.001
C -0.054 -2.706 1.792 0.090
C -0.036 -2.625 0.445 -0.033
C -0.555 -0.224 0.583 0.057
O -1.666 1.841 0.089 -0.011
C 0.063 1.181 -1.403 0.013
C 1.365 2.500 -2.911 0.005
O -0.616 -2.135 -2.376 0.055
H 2.343 1.413 -4.478 0.000
H -1.687 1.512 2.367 0.008
H 0.287 -2.421 4.284 -0.007
H -1.141 0.693 3.820 0.004
C -0.591 -0.261 1.966 0.152
H 0.165 -3.481 -0.180 0.000
H 0.001 1.593 2.809 0.022
C -0.874 0.942 2.802 -0.026
H 1.418 -0.778 -3.817 0.000
H 0.286 3.314 -1.237 0.000
C -0.198 -1.261 -1.662 0.014
H 0.145 -3.650 2.277 -0.008

***

37
Properties=species:S:1:pos:R:3:mulliken_charge:R:1 method="wB97M-V/def2-TZVPD" orbital_gap_ev=5.78 lumo_ev=0.76 total_energy_ev=-54803.7551 charge=-1
H -3.707 2.193 -1.329 0.579
H 0.501 1.914 1.146 0.460
H 3.570 0.156 -4.087 0.409
O -1.914 -1.415 -0.968 -0.795
C -2.960 4.711 -0.403 0.479
C -2.085 0.982 -0.614 0.560
O -2.324 5.674 0.070 -0.739
H -0.584 -4.077 4.271 0.281
C 1.568 -0.545 -3.762 -0.749
C 3.214 -0.341 -2.034 -0.871
Pt -0.193 -1.396 0.112 1.142
N 1.524 -1.400 0.996 0.651
O -3.582 -0.303 -1.918 -0.679
C -2.779 2.172 -0.776 -0.661
O -4.032 4.666 -1.031 -0.717
C -2.593 -0.318 -1.218 0.454
H 1.184 -4.355 4.251 0.279
N 1.016 -1.080 -1.523 -0.287
C 0.557 -1.841 2.940 0.513
H -0.650 4.153 0.917 0.458
C 0.667 -0.966 -2.803 -0.020
C 2.275 -0.796 -1.122 0.573
N -0.935 0.922 0.055 -0.344
S 0.647 -2.046 4.702 -0.079
H 1.259 -0.466 -4.794 0.380
H -0.366 -1.200 -3.028 0.490
S -0.986 -1.942 2.208 -0.465
H 4.208 -0.083 -1.692 0.370
C 2.528 -0.998 0.290 -0.339
C -1.064 3.252 0.483 -0.815
C 0.365 -3.835 4.744 -0.807
H 0.333 -4.113 5.797 0.297
C -2.258 3.337 -0.226 0.172
H 3.488 -0.843 0.764 0.421
C -0.435 2.026 0.603 -0.251
N 1.691 -1.588 2.340 -1.220
C 2.855 -0.212 -3.363 -0.130